Density functional theory data (ωB97M-V/def2-TZVPD) for a 6-piece molecular cluster, C36H90N6O12 overall.

Cartesian coordinates (Å):
C: -1.3007 5.0526 2.1154
O: -0.4406 6.1288 2.3837
C: -1.1892 7.2506 2.8925
C: -1.5802 7.1773 4.4295
N: -2.5938 6.1910 4.8362
C: -3.8538 6.4716 4.1478
C: -4.8731 5.4739 4.5304
O: -5.3660 5.8296 5.8465
C: -6.5323 5.1355 6.3086
H: -2.2894 5.3162 1.7396
H: -1.2648 4.4712 3.0366
H: -0.7492 4.5591 1.3151
H: -2.0362 7.5190 2.2611
H: -0.4390 8.0398 2.8437
H: -1.9047 8.1320 4.8434
H: -0.6539 6.9193 4.9430
H: -2.8630 6.4045 5.7860
H: -3.6007 6.4010 3.0900
H: -4.1566 7.5069 4.3047
H: -4.4244 4.4822 4.5869
H: -5.6213 5.5073 3.7385
H: -6.6874 5.2456 7.3818
H: -6.4458 4.0537 6.2072
H: -7.4898 5.3990 5.8591
C: 2.3452 2.2552 -2.7923
O: 2.5584 3.1086 -3.8491
C: 2.1588 2.6286 -5.1393
C: 2.2960 3.7439 -6.1922
N: 3.7267 4.0819 -6.3332
C: 4.1884 5.3524 -6.9503
C: 3.2844 5.9144 -8.1675
O: 3.7162 7.2601 -8.3574
C: 3.2519 7.7266 -9.6440
H: 1.3132 2.4830 -2.5255
H: 3.0363 2.4611 -1.9750
H: 2.5276 1.2380 -3.1391
H: 1.2917 2.0121 -5.3764
H: 3.0195 1.9805 -5.3048
H: 1.5019 4.4901 -6.2201
H: 1.9512 3.2140 -7.0801
H: 4.2356 3.8289 -5.4983
H: 5.1724 5.2039 -7.3952
H: 4.3524 6.1181 -6.1921
H: 2.2167 5.8297 -7.9653
H: 3.6121 5.2684 -8.9821
H: 3.9828 7.4526 -10.4048
H: 3.0692 8.8012 -9.6462
H: 2.3877 7.1441 -9.9632
C: 2.4915 -6.3416 6.3364
O: 3.3892 -6.2229 5.2102
C: 4.4163 -5.2167 5.3668
C: 3.9524 -3.7973 5.3925
N: 5.0824 -2.8330 5.5038
C: 4.5764 -1.5903 4.9041
C: 5.6246 -0.5172 5.0167
O: 6.4917 -0.6447 3.9507
C: 7.7262 0.0887 4.1096
H: 1.8422 -5.5064 6.5987
H: 3.0601 -6.5836 7.2343
H: 1.8095 -7.1573 6.0960
H: 5.1487 -5.3330 4.5679
H: 5.0093 -5.4805 6.2424
H: 3.2866 -3.6295 6.2390
H: 3.3269 -3.5334 4.5398
H: 5.6711 -3.1678 4.7545
H: 3.5742 -1.3073 5.2259
H: 4.3054 -1.6896 3.8530
H: 6.0736 -0.5711 6.0085
H: 5.2412 0.4990 4.9248
H: 7.4864 1.0587 3.6742
H: 8.5469 -0.2671 3.4867
H: 8.0403 0.2484 5.1411
C: -1.3977 3.4473 -2.3725
O: -1.6862 2.1372 -1.7787
C: -2.2536 2.2297 -0.4513
C: -2.3393 0.7273 0.0580
N: -1.0009 0.2816 0.3164
C: -0.7621 -1.1694 0.4235
C: -0.1671 -1.5681 1.7355
O: -0.5466 -2.8999 2.0514
C: -0.4226 -3.3063 3.4998
H: -2.2701 4.0959 -2.2935
H: -1.2507 3.2094 -3.4261
H: -0.5984 3.8980 -1.7841
H: -3.3125 2.4879 -0.4622
H: -1.7219 2.9462 0.1748
H: -2.5320 0.1104 -0.8197
H: -3.0204 0.4543 0.8640
H: -0.4859 0.5520 -0.5093
H: -0.1500 -1.5852 -0.3769
H: -1.7450 -1.6274 0.3123
H: -0.5146 -0.9438 2.5586
H: 0.9219 -1.5388 1.6977
H: -1.0734 -4.1660 3.6592
H: -0.7318 -2.5740 4.2456
H: 0.6322 -3.5128 3.6809
C: -3.1329 -11.0039 3.8745
O: -3.4472 -9.6284 3.6168
C: -2.3874 -9.1528 2.7058
C: -2.8524 -7.7668 1.9097
N: -4.0134 -7.0682 2.5320
C: -3.5209 -6.0614 3.4649
C: -2.7128 -6.4958 4.7855
O: -2.5651 -5.3572 5.5992
C: -1.7596 -5.6472 6.7374
H: -2.8907 -11.6740 3.0496
H: -3.9873 -11.4103 4.4158
H: -2.1887 -11.0340 4.4182
H: -2.1099 -9.8934 1.9557
H: -1.4890 -8.9520 3.2894
H: -3.0097 -7.9315 0.8437
H: -1.9865 -7.1465 1.6785
H: -4.4720 -7.7818 3.0803
H: -4.3318 -5.4153 3.8013
H: -2.8508 -5.4462 2.8644
H: -1.7319 -6.9710 4.7791
H: -3.2809 -7.2565 5.3209
H: -0.6793 -5.7708 6.6616
H: -2.2249 -6.4625 7.2914
H: -1.8411 -4.8576 7.4844
C: 0.4559 -1.5071 -3.3719
O: 0.2626 -0.7544 -4.5992
C: -1.0881 -0.6244 -4.9646
C: -1.3727 -0.7831 -6.4442
N: -0.6726 0.0573 -7.3335
C: -0.8602 -0.4319 -8.7045
C: -0.2740 0.5475 -9.7219
O: -1.0683 1.7255 -9.7045
C: -0.8957 2.5389 -10.8210
H: 0.1013 -2.5361 -3.4303
H: -0.0616 -0.8801 -2.6458
H: 1.4528 -1.3809 -2.9495
H: -1.5407 0.3576 -4.8274
H: -1.6582 -1.3876 -4.4348
H: -2.4251 -0.6206 -6.6771
H: -1.2697 -1.8302 -6.7289
H: 0.3074 -0.0061 -7.0978
H: -1.9084 -0.6127 -8.9424
H: -0.4492 -1.4191 -8.9159
H: -0.3029 0.2780 -10.7777
H: 0.7663 0.6476 -9.4121
H: 0.0749 2.9869 -11.0338
H: -1.5498 3.3857 -10.6131
H: -1.1425 1.9785 -11.7227

Results
Energy relative to the best compared isomer or geometry (same formula, charge and spin) in eV: 17.3450
SMILES string: COCCNCCOC.COCCNCCOC.COCCNCCOC.COCCNCCOC.COCCNCCOC.COCCNCCOC
Kohn-Sham gap in eV: 8.731